No. 1
C33H46N4O | ωB97M-V/def2-TZVPD

```
84
Properties=species:S:1:pos:R:3:mulliken_charge:R:1
C -7.15 -0.92 1.01 -1.1137
C -6.78 -1.26 -0.43 -0.8927
H -7.38 -0.65 -1.11 0.3961
H -7.00 -2.31 -0.61 0.4297
C -5.30 -1.03 -0.78 0.0511
C -4.85 0.38 -0.45 0.7486
C -4.89 1.37 -1.42 -0.4281
C -4.52 2.67 -1.12 -0.7521
C -4.09 2.99 0.16 -0.5374
C -4.04 2.01 1.13 -0.6371
C -4.42 0.71 0.83 -0.3575
H -4.39 -0.05 1.60 0.4061
H -3.71 2.25 2.13 0.4350
H -3.80 4.01 0.40 0.4158
H -4.56 3.43 -1.88 0.4230
H -5.22 1.13 -2.42 0.4464
C -4.37 -2.03 -0.09 -0.0959
O -4.64 -2.65 0.91 -0.6669
N -3.18 -2.15 -0.72 -0.1276
H -2.98 -1.58 -1.53 0.3084
C -2.07 -2.91 -0.19 -1.1765
H -1.84 -3.75 -0.87 0.3599
H -2.41 -3.32 0.77 0.4791
C -0.83 -2.04 0.00 -0.0199
C -1.09 -0.91 0.99 0.2343
H -2.07 -0.47 0.79 -0.8573
H -1.10 -1.30 2.01 0.5327
C -0.05 0.22 0.90 -0.1289
N 0.00 0.73 -0.47 0.5601
C 1.24 0.51 -0.98 -0.3485
N 1.81 0.91 -2.04 -0.8199
C 3.17 0.41 -1.96 -0.9907
H 3.87 1.24 -2.14 0.3433
H 3.34 -0.34 -2.74 0.4643
C 3.35 -0.20 -0.54 0.1638
N 1.96 -0.33 -0.14 1.1262
C 1.40 -0.25 1.18 -1.2178
H 1.42 -1.21 1.69 0.4925
H 1.94 0.48 1.80 0.2313
C 4.12 -1.53 -0.52 -0.2717
C 3.28 -2.68 -1.08 -0.2398
C 4.09 -3.98 -1.10 -1.0478
C 4.57 -4.32 0.31 -0.5869
C 5.40 -3.18 0.88 -0.9114
C 4.59 -1.88 0.89 -0.6338
H 5.20 -1.07 1.29 0.3549
H 3.72 -2.00 1.54 0.1242
H 5.72 -3.42 1.90 0.3943
H 6.29 -3.03 0.27 0.3710
H 5.17 -5.24 0.28 0.3629
H 3.71 -4.50 0.95 0.3013
H 3.48 -4.79 -1.49 0.3920
H 4.95 -3.86 -1.76 0.4064
H 2.94 -2.44 -2.09 0.4967
H 2.40 -2.81 -0.45 -0.1659
H 5.00 -1.40 -1.15 0.3944
H 3.87 0.52 0.12 0.1727
C -0.80 1.84 -0.92 -0.8209
C -0.52 3.16 -0.18 -1.0119
C 0.96 3.43 -0.11 0.3569
C 1.65 3.23 1.08 -0.0105
C 3.03 3.39 1.15 0.5850
C 3.71 3.76 0.00 -0.5045
C 3.03 3.98 -1.19 -0.8775
C 1.66 3.81 -1.24 -0.3059
H 1.13 3.96 -2.17 0.3647
H 3.57 4.27 -2.07 0.4283
H 4.79 3.87 0.03 0.4302
C 3.77 3.17 2.43 -1.8444
H 4.65 2.55 2.27 0.3643
H 3.14 2.68 3.17 0.3302
H 4.10 4.12 2.84 0.4564
H 1.11 2.96 1.98 0.4159
H -0.95 3.11 0.83 0.4048
H -1.03 3.96 -0.72 0.5855
H -0.55 1.96 -1.98 0.5473
H -1.85 1.58 -0.83 -0.1420
H -0.35 1.01 1.59 0.7281
H -0.55 -1.61 -0.97 0.1641
H -0.01 -2.67 0.33 0.0289
H -5.19 -1.18 -1.86 0.6084
H -7.00 0.14 1.21 0.2505
H -8.20 -1.15 1.17 0.4233
H -6.56 -1.51 1.70 0.2524
```

Output
Lowest unoccupied orbital energy = 0.67 eV
Structure (SMILES) = CC[C@H](C(=O)NCCC[C@H]1CN2C(=NC[C@@H]2C2CCCCC2)N1CCc1cccc(C)c1)c1ccccc1
Total charge = 0
Energy above the lowest of the compared OMol25 structures with the same formula, charge and spin = 0.111 eV
HOMO level = -7.80 eV
Strongest force on any atom = 0.81 eV/Å

No. 2
C33H46OOsP2Si | ωB97M-V/def2-TZVPD

```
84
Properties=species:S:1:pos:R:3:mulliken_charge:R:1
P 0.33 -2.03 -2.24 0.6139
P 0.16 2.61 -0.65 1.5930
C 1.35 0.84 -2.93 -1.5749
C 1.32 2.03 -1.94 -0.7742
H 1.91 1.24 -3.83 0.7876
H 2.05 0.08 -2.51 0.4132
H 2.29 2.03 -1.42 0.3931
H 1.33 2.93 -2.57 0.4386
C -1.41 3.00 -1.39 -1.3207
H -1.84 3.85 -0.84 0.5044
H -2.10 2.16 -1.33 0.3588
H -1.27 3.27 -2.44 0.4669
C 1.10 3.91 0.11 -1.1349
H 1.01 4.78 -0.56 0.4959
H 2.16 3.60 0.17 0.4406
H 0.76 4.18 1.11 0.2623
C -0.69 -3.50 -2.57 -1.4885
H -0.49 -4.26 -1.80 0.5193
H -0.49 -3.89 -3.57 0.3511
H -1.75 -3.19 -2.51 0.3887
C 2.08 -2.59 -2.48 -1.3636
H 2.74 -2.00 -1.83 0.4372
H 2.37 -2.46 -3.53 0.2914
H 2.15 -3.66 -2.21 0.4747
Os -0.27 -0.12 -3.97 0.6507
C 0.03 1.18 -5.45 -0.6265
C -1.36 1.21 -5.01 0.0645
C -2.44 0.61 -5.88 -0.7857
C -2.01 -0.81 -6.29 -0.8685
C -1.16 -1.47 -5.22 -0.4319
C 0.29 -1.59 -5.25 -0.4709
C 1.17 -0.95 -6.28 -1.0226
C 0.69 0.48 -6.62 -1.0547
C 0.20 -1.77 -0.45 -0.4962
H 0.48 2.17 -5.27 0.7903
H -1.65 2.13 -4.52 0.3227
H -2.62 1.24 -6.76 0.3478
H -3.40 0.60 -5.34 0.3952
H -2.93 -1.41 -6.41 0.4172
H -1.49 -0.77 -7.25 0.2997
H -1.65 -2.36 -4.82 0.4943
H 0.68 -2.55 -4.90 0.8171
H 1.23 -1.55 -7.20 0.4781
H 2.19 -0.92 -5.88 0.3457
H 1.59 1.07 -6.83 0.4296
H 0.08 0.50 -7.53 0.2978
H 1.06 -1.21 -0.07 0.0826
H 0.16 -2.76 0.04 0.5245
H -0.72 -1.22 -0.23 -0.1348
O -0.21 1.42 0.35 -0.5640
Si -0.34 1.19 2.04 0.2041
C -1.75 0.21 2.77 0.4070
C -2.67 -0.59 2.10 -0.3989
C -3.66 -1.28 2.83 -0.6150
C -3.73 -1.17 4.22 -0.5926
C -2.82 -0.36 4.90 -0.7997
C -1.84 0.32 4.18 -0.2733
C 1.27 0.42 2.52 1.1657
C 1.30 -0.51 3.58 -0.8894
C 2.51 -0.81 4.21 -0.6470
C 3.70 -0.24 3.76 -0.6747
C 3.69 0.58 2.62 -0.6955
C 2.48 0.87 1.98 -0.1315
C -0.55 2.85 2.86 0.4920
C -1.83 3.36 3.07 -0.3688
C -2.00 4.49 3.89 -0.5822
C -0.89 5.14 4.42 -0.6933
C 0.40 4.68 4.13 -0.6668
C 0.57 3.52 3.37 -0.2613
H -2.64 -0.65 1.01 0.2279
H -4.37 -1.91 2.30 0.4103
H -4.49 -1.71 4.79 0.4010
H -2.86 -0.24 5.99 0.4234
H -1.14 0.97 4.72 0.4601
H 0.37 -0.98 3.91 0.3922
H 2.50 -1.47 5.08 0.4404
H 4.63 -0.42 4.29 0.4038
H 4.62 1.00 2.24 0.4474
H 2.50 1.47 1.06 0.3648
H -2.71 2.85 2.64 0.4153
H -3.01 4.82 4.12 0.4440
H -1.02 5.99 5.08 0.4115
H 1.28 5.19 4.50 0.4471
H 1.58 3.14 3.17 0.4561
```

Output
2S+1 = 5
Lowest unoccupied orbital energy (spin up / spin down) = -4.55 / -8.63 eV
Total charge = +2
Energy above the lowest of the compared OMol25 structures with the same formula, charge and spin = 0.000 eV
HOMO level (spin up / spin down) = -12.10 / -13.40 eV
Strongest force on any atom = 6.52 eV/Å

No. 3
C33H47BBr5IrN3O3S5Si | ωB97M-V/def2-TZVPD

```
99
Properties=species:S:1:pos:R:3:mulliken_charge:R:1
Ir 0.25 1.63 -1.87 1.5926
Br -4.61 0.55 -6.68 -0.1970
C -3.32 0.31 -5.32 0.1956
C -3.09 -0.95 -4.78 0.0979
Br -4.08 -2.45 -5.35 -0.1936
C -2.12 -1.10 -3.79 0.0663
Br -1.71 -2.76 -3.01 -0.0470
C -1.40 0.00 -3.36 -0.2131
O -0.44 -0.10 -2.42 -0.1610
C -1.63 1.27 -3.88 0.5520
O -0.90 2.25 -3.43 -0.8801
C -2.59 1.41 -4.88 -0.2083
Br -2.83 3.15 -5.57 -0.1363
C -3.11 1.15 3.09 -2.3174
C -3.77 -0.24 3.04 2.8491
C -5.00 -0.09 2.14 -2.1516
C -4.26 -0.60 4.45 -1.7860
Si -2.58 -1.57 2.35 -1.0164
Br -1.55 -0.64 0.58 0.1651
C -1.15 -2.02 3.55 2.9853
C -0.64 -0.76 4.27 -2.0654
C 0.06 -2.61 2.81 -1.7506
C -1.61 -3.03 4.61 -1.9240
C -3.47 -3.11 1.62 2.6567
C -4.21 -2.79 0.32 -1.6918
C -4.48 -3.70 2.62 -1.8331
C -2.45 -4.20 1.27 -2.0679
H -3.86 1.89 3.41 0.5414
H -2.74 1.47 2.12 0.3993
H -2.28 1.21 3.79 0.2590
H -5.62 0.73 2.52 0.6118
H -5.62 -0.99 2.12 0.3640
H -4.72 0.16 1.11 0.3387
H -4.98 0.15 4.79 0.5233
H -3.45 -0.62 5.18 0.2931
H -4.76 -1.57 4.48 0.2892
H -0.32 0.00 3.56 0.2230
H 0.23 -1.04 4.88 0.5601
H -1.39 -0.33 4.93 0.3639
H 0.49 -1.88 2.11 -0.0730
H -0.16 -3.51 2.25 0.2593
H 0.84 -2.85 3.54 0.5837
H -2.48 -2.69 5.17 0.3316
H -0.79 -3.19 5.33 0.5256
H -1.85 -4.00 4.18 0.3276
H -5.01 -2.06 0.44 0.2777
H -4.67 -3.71 -0.06 0.5469
H -3.54 -2.42 -0.45 0.1253
H -5.30 -3.01 2.83 0.2963
H -4.02 -3.98 3.57 0.2867
H -4.92 -4.61 2.20 0.5342
H -1.69 -3.84 0.57 0.2745
H -2.97 -5.03 0.78 0.6219
H -1.95 -4.61 2.14 0.3084
C 6.49 1.13 -5.39 -1.0894
C 6.84 1.52 -3.96 -0.8169
N 5.67 1.88 -3.17 0.3129
C 5.25 0.94 -2.12 -0.7585
C 4.64 -0.33 -2.68 -0.7046
C 5.15 3.11 -3.39 0.3045
O 5.65 3.90 -4.18 -0.6553
C 3.92 3.52 -2.63 0.0633
C 3.93 4.70 -1.90 -0.4169
C 2.77 5.12 -1.28 -0.9768
C 1.62 4.35 -1.41 -0.1770
N 1.61 3.22 -2.11 -0.2422
C 2.74 2.82 -2.71 0.2273
H 7.40 0.93 -5.96 0.3753
H 5.96 1.95 -5.88 0.3083
H 5.86 0.24 -5.41 0.2717
H 7.53 2.36 -3.96 0.4311
H 7.32 0.68 -3.45 0.4124
H 4.54 1.43 -1.45 0.3754
H 6.13 0.70 -1.52 0.2766
H 3.78 -0.12 -3.31 0.1514
H 4.32 -0.98 -1.86 0.1277
H 5.37 -0.89 -3.27 0.4336
H 4.85 5.27 -1.82 0.5174
H 2.73 6.03 -0.70 0.4449
H 0.70 4.65 -0.95 0.4123
H 2.67 1.91 -3.29 0.4940
C 2.73 0.24 3.11 -0.4337
S 3.93 -0.38 1.90 -0.1443
C 2.87 -1.31 0.85 -0.0984
C 1.98 -0.79 -0.03 -0.0458
S 1.77 0.93 -0.21 -0.6857
S 1.11 -1.98 -0.97 0.3374
C 1.81 -3.40 -0.29 0.0438
S 1.37 -4.92 -0.74 -0.2367
S 2.98 -3.05 0.92 -0.2753
H 3.28 0.90 3.78 0.4945
H 2.30 -0.58 3.67 0.0478
H 1.95 0.81 2.60 0.0150
B -1.80 4.48 1.23 0.6259
C -1.12 3.47 0.22 0.0036
N -0.61 2.78 -0.55 -0.7342
H -1.15 5.51 1.15 -0.1894
H -1.72 3.99 2.34 -0.1799
H -2.94 4.64 0.87 -0.1603
```

Output
Lowest unoccupied orbital energy = 1.52 eV
Total charge = -1
Energy above the lowest of the compared OMol25 structures with the same formula, charge and spin = 0.437 eV
HOMO level = -5.17 eV
Strongest force on any atom = 0.85 eV/Å

No. 4
C33H47N3OP | ωB97M-V/def2-TZVPD

```
85
Properties=species:S:1:pos:R:3:mulliken_charge:R:1
C -0.52 -0.80 -5.73 -1.6071
C -0.30 -0.83 -4.22 0.5940
C -1.63 -1.01 -3.49 -1.3737
P 0.67 0.63 -3.54 0.1569
C 2.20 0.38 -4.62 0.7989
C 2.75 -1.04 -4.51 -1.7249
C 3.27 1.42 -4.27 -1.8199
C -0.08 2.00 -4.62 0.6088
C 0.52 3.35 -4.25 -1.4084
C -1.61 2.08 -4.54 -1.8715
H -1.08 -1.70 -6.02 0.5009
H -1.10 0.07 -6.02 0.2813
H 0.42 -0.78 -6.30 0.2844
H 0.33 -1.70 -3.96 0.4330
H -2.13 -1.92 -3.87 0.4287
H -1.50 -1.12 -2.41 0.2192
H -2.30 -0.16 -3.66 0.2549
H 1.86 0.56 -5.66 0.4254
H 3.71 -1.09 -5.04 0.5187
H 2.93 -1.32 -3.46 0.2201
H 2.09 -1.78 -4.96 0.3562
H 4.22 1.12 -4.72 0.5098
H 3.03 2.41 -4.66 0.3039
H 3.43 1.50 -3.18 0.3243
H 0.21 1.76 -5.66 0.3880
H -0.02 4.15 -4.76 0.4487
H 0.46 3.54 -3.17 0.3245
H 1.57 3.44 -4.54 0.2682
H -1.95 3.00 -5.04 0.4531
H -2.12 1.25 -5.02 0.3484
H -1.95 2.13 -3.50 0.3669
C -1.15 0.68 6.12 -0.9515
N -0.74 -0.02 4.92 0.2823
C -1.34 -1.18 4.54 0.4240
O -2.26 -1.74 5.15 -0.6847
C -0.67 -1.63 3.24 -0.0565
C -1.70 -1.84 2.12 -0.3480
C -2.68 -2.92 2.41 0.5116
C -2.41 -4.27 2.62 -0.7259
N -3.60 -4.91 2.94 -0.0125
C -4.64 -4.00 2.91 -0.5982
C -5.99 -4.14 3.22 -0.8055
C -6.80 -3.00 3.14 -0.4853
C -6.27 -1.75 2.80 -0.8030
C -4.91 -1.60 2.50 -0.4283
C -4.09 -2.73 2.56 1.0603
N 0.26 -0.55 2.95 0.6052
C 0.98 -0.55 1.81 0.3526
C 1.90 0.44 1.46 0.2820
C 2.58 0.52 0.24 -0.2973
C 3.69 1.45 0.08 0.7411
C 4.67 1.27 -0.94 -0.4828
C 5.69 2.20 -1.14 -0.4505
C 5.79 3.32 -0.30 -0.4430
C 4.89 3.49 0.76 -0.6613
C 3.87 2.57 0.96 -0.5185
C 0.26 0.50 3.99 -0.0149
C -0.19 1.86 3.43 -1.4695
C 1.61 0.62 4.73 -1.5424
H -1.96 0.12 6.60 0.3707
H -0.31 0.78 6.82 0.2898
H -1.53 1.69 5.87 0.3201
H -0.13 -2.57 3.45 0.2762
H -2.24 -0.89 1.95 0.2026
H -1.14 -2.08 1.20 0.3701
H -1.45 -4.75 2.57 0.4055
H -3.66 -5.90 3.17 0.1984
H -6.41 -5.10 3.51 0.3880
H -7.87 -3.07 3.36 0.3660
H -6.92 -0.87 2.76 0.3810
H -4.47 -0.65 2.23 0.3637
H 0.88 -1.44 1.17 0.5532
H 2.09 1.21 2.21 -0.6050
H 2.34 -0.16 -0.57 0.2079
H 4.62 0.37 -1.56 0.4129
H 6.41 2.05 -1.94 0.4034
H 6.56 4.08 -0.49 0.3880
H 4.99 4.33 1.43 0.4003
H 3.19 2.72 1.80 0.3825
H -1.21 1.77 3.03 0.3538
H -0.19 2.61 4.24 0.4675
H 0.47 2.20 2.63 0.3989
H 1.80 -0.32 5.26 0.3943
H 2.44 0.81 4.04 0.3526
H 1.56 1.44 5.46 0.4659
```

Output
Lowest unoccupied orbital energy = -4.73 eV
Total charge = +1
HOMO level = -9.77 eV
Strongest force on any atom = 2.28 eV/Å

No. 5
C33H48AsIN7O5SeSi3Ti | ωB97M-V/def2-TZVPD

```
100
Properties=species:S:1:pos:R:3:mulliken_charge:R:1
Ti 0.71 -0.32 0.66 -2.3182
O -4.61 0.23 3.84 -0.5809
C -3.53 0.15 3.05 0.3186
C -3.45 -0.74 1.98 -0.2200
C -2.28 -0.74 1.25 -0.1871
N -1.27 0.07 1.53 0.7683
C -1.34 0.90 2.56 1.0076
C -2.45 0.99 3.36 -1.2097
C -0.01 1.59 2.78 -0.6655
O 0.21 2.32 3.71 -0.6730
O 0.87 1.19 1.88 0.1291
C -1.90 -1.70 0.16 -0.6120
O -2.65 -2.55 -0.27 -0.7014
O -0.65 -1.52 -0.19 0.9619
H -5.30 -0.38 3.55 0.4033
H -4.24 -1.43 1.72 0.6408
H -2.48 1.66 4.20 0.5980
C 1.59 -1.13 3.65 -1.1909
N 2.07 -1.24 2.25 0.4557
C 2.43 -2.66 2.01 -0.8370
C 3.29 -0.38 2.15 -1.5833
C 3.65 -0.08 0.73 0.7779
C 4.99 -0.05 0.36 -0.6617
C 5.36 0.35 -0.92 -1.3464
C 4.37 0.75 -1.80 -0.6979
C 3.04 0.71 -1.42 -0.2823
C 2.62 0.26 -0.16 2.4725
H 2.43 -1.32 4.32 0.4678
H 0.81 -1.87 3.81 0.2093
H 1.23 -0.13 3.85 0.3536
H 3.07 -3.00 2.82 0.3673
H 2.95 -2.76 1.07 0.3992
H 1.52 -3.26 1.99 -0.0578
H 4.10 -0.86 2.70 0.6073
H 3.05 0.55 2.65 0.3815
H 5.75 -0.34 1.08 0.4591
H 6.40 0.36 -1.21 0.4037
H 4.63 1.10 -2.79 0.4578
H 2.31 1.04 -2.14 -0.1506
Se -1.93 -5.79 1.02 0.2779
N -3.24 -5.57 2.20 -0.8207
C -2.88 -4.54 2.94 0.7086
C -3.63 -4.03 4.06 -0.6178
C -3.09 -3.00 4.74 -0.8033
C -1.84 -2.43 4.32 -0.2358
N -1.14 -2.83 3.31 0.0280
C -1.63 -3.91 2.62 0.3089
N -0.95 -4.44 1.62 -0.5209
H -4.56 -4.50 4.32 0.4885
H -3.59 -2.57 5.61 0.4708
H -1.45 -1.59 4.89 0.4940
C -3.22 2.59 0.26 -1.2400
Si -2.42 2.16 -1.37 0.6838
C -2.45 3.72 -2.41 -1.0991
C -3.53 0.86 -2.14 -1.2171
As -0.12 1.41 -1.29 1.7004
Si 0.97 3.55 -0.99 0.9417
C 2.66 3.49 -0.19 -0.9865
C -0.13 4.47 0.23 -0.8973
C 1.14 4.40 -2.65 -1.2403
Si -0.08 0.42 -3.51 0.8581
C -1.21 -1.08 -3.49 -0.8041
C -0.71 1.69 -4.74 -1.2872
C 1.58 -0.19 -4.12 -1.0433
H -4.08 3.20 -0.02 0.6248
H -2.65 3.17 0.98 0.4589
H -3.62 1.71 0.76 0.1486
H -3.49 4.05 -2.43 0.4328
H -2.12 3.60 -3.43 0.3409
H -1.87 4.52 -1.94 0.2152
H -4.55 1.20 -1.95 0.4525
H -3.44 -0.14 -1.72 0.3306
H -3.40 0.78 -3.22 0.2965
H 2.68 2.90 0.72 -0.0376
H 2.84 4.53 0.07 0.6023
H 3.46 3.15 -0.85 0.3547
H 0.50 4.81 1.06 0.5150
H -0.92 3.86 0.66 -0.2115
H -0.59 5.35 -0.23 0.4060
H 1.38 3.71 -3.46 0.2231
H 1.98 5.10 -2.57 0.4313
H 0.26 4.98 -2.94 0.3579
H -2.06 -0.93 -4.15 0.4522
H -1.60 -1.37 -2.51 -0.1036
H -0.63 -1.93 -3.87 0.4809
H -1.80 1.72 -4.77 0.3119
H -0.36 1.36 -5.73 0.4384
H -0.34 2.70 -4.58 0.2875
H 2.08 -0.91 -3.47 0.0757
H 2.28 0.61 -4.37 0.3345
H 1.32 -0.71 -5.05 0.4868
I 4.43 -4.31 -3.34 0.1216
C 2.85 -3.52 -2.29 -0.8665
C 1.53 -3.93 -2.29 -0.3472
N 0.87 -3.10 -1.47 -0.1134
N 1.66 -2.16 -0.94 0.5207
C 2.88 -2.41 -1.44 -0.4319
H 1.03 -4.74 -2.80 0.5039
H -0.11 -3.08 -1.21 -0.2363
H 3.72 -1.79 -1.18 0.3314
```

Output
Lowest unoccupied orbital energy = -3.54 eV
Total charge = +1
Energy above the lowest of the compared OMol25 structures with the same formula, charge and spin = 0.541 eV
HOMO level = -11.01 eV
Strongest force on any atom = 1.08 eV/Å

Look up the total charge of the fourth one.
+1